Entry 1:
C17H23CdN4OPSSbSe4 | ωB97M-V/def2-TZVPD

```
53
Properties=species:S:1:pos:R:3:forces:R:3:lowdin_charge:R:1
Cd 7.953 9.823 9.389 -0.683 0.793 0.181 1.02
Se 4.564 12.789 7.637 -0.208 -0.146 -0.257 -0.31
Sb 6.520 12.907 9.012 -0.161 0.740 -0.094 -0.48
Se 6.311 11.370 10.944 0.358 -0.745 0.103 -0.27
Se 8.455 11.855 7.710 0.355 -0.615 0.129 -0.16
Se 7.284 15.080 9.752 0.126 -0.080 0.015 -0.31
C 7.210 6.425 12.588 -0.827 0.191 -1.304 -0.05
C 6.148 5.696 12.041 0.495 0.413 -0.318 -0.05
C 5.760 5.986 10.727 0.180 0.042 0.753 -0.02
C 6.384 6.989 10.007 0.919 0.181 0.466 -0.20
N 7.381 7.726 10.559 -0.690 -0.801 0.105 0.04
C 7.755 7.445 11.806 -0.279 0.015 -0.089 -0.13
C 6.055 7.287 8.586 0.089 0.419 -0.373 -0.20
C 5.263 6.444 7.779 0.835 0.493 0.152 -0.01
C 5.083 6.795 6.453 0.328 0.432 -0.229 -0.05
C 5.617 7.999 6.001 -0.065 -0.507 -0.132 -0.05
C 6.396 8.757 6.835 -0.580 0.794 1.210 -0.14
N 6.606 8.423 8.119 -0.491 -0.907 -0.824 0.02
H 7.582 6.282 13.572 0.129 -0.219 0.670 0.09
H 5.629 4.923 12.603 0.155 0.142 -0.092 0.11
H 4.949 5.456 10.282 -0.447 -0.339 -0.174 0.09
H 8.502 8.106 12.217 0.244 0.027 -0.062 0.09
H 4.900 5.505 8.156 -0.130 -0.101 0.112 0.10
H 4.587 6.157 5.729 -0.230 -0.052 0.309 0.11
H 5.451 8.360 5.005 -0.077 -0.055 -0.356 0.11
H 6.706 9.769 6.572 0.326 -0.278 -0.138 0.06
C 11.669 10.064 12.397 0.126 -0.709 0.468 -0.19
P 10.691 10.613 11.015 0.214 1.034 -0.323 0.51
C 11.838 10.973 9.689 0.291 -0.127 -1.124 -0.19
C 9.964 12.225 11.399 -0.128 -0.724 -0.149 -0.20
O 9.765 9.494 10.648 -0.171 -0.402 0.052 -0.51
H 12.472 10.738 12.658 0.166 0.279 0.064 0.05
H 12.103 9.097 12.101 -0.075 0.245 0.074 0.06
H 11.038 9.881 13.275 0.065 0.139 -0.179 0.06
H 12.481 11.837 9.885 -0.084 -0.134 0.205 0.05
H 11.206 11.256 8.812 0.347 -0.284 0.510 0.01
H 12.476 10.101 9.417 -0.548 0.515 0.239 0.06
H 10.792 12.868 11.696 -0.037 0.234 -0.058 0.05
H 9.261 12.106 12.224 -0.074 0.137 -0.108 0.04
H 9.425 12.620 10.514 0.323 -0.080 0.468 -0.01
C 12.904 7.546 5.018 -0.337 0.765 0.445 -0.05
N 11.992 8.673 5.216 -0.219 -0.657 -0.026 -0.13
C 12.205 10.009 4.922 -0.433 0.123 0.531 -0.07
C 11.093 10.668 5.330 1.378 1.583 -0.548 -0.12
N 10.221 9.761 5.799 0.608 -0.923 -0.199 0.05
C 10.732 8.509 5.727 0.025 -0.357 -0.272 -0.83
S 9.985 7.036 6.055 -0.007 0.158 0.191 0.49
H 13.912 7.928 4.938 0.225 0.125 -0.188 0.08
H 12.631 6.952 4.165 -0.131 -0.126 -0.511 0.08
H 12.844 6.903 5.883 -0.069 -0.151 0.283 0.06
H 13.124 10.382 4.539 0.386 0.091 -0.168 0.10
H 10.911 11.744 5.400 -0.072 -0.614 -0.167 0.12
H 9.349 10.045 6.156 -1.442 0.024 0.730 -0.01
```
Positions in Å, forces in eV/Å.

Calculated values
charge	-1
frontier orbital gap	5.2	eV
multiplicity	1
energy above the lowest of the compared OMol25 structures with the same formula, charge and spin	8.6	kcal/mol


Entry 2:
C17H23ClN6O4 | ωB97M-V/def2-TZVPD

```
51
Properties=species:S:1:pos:R:3:forces:R:3:lowdin_charge:R:1
O -4.722 0.949 1.553 -0.275 -0.307 -0.043 0.04
O 1.877 0.864 0.352 -0.174 -0.808 -0.750 0.03
O -0.289 4.062 2.597 -0.162 -0.239 -0.231 0.04
Cl -0.874 -2.688 2.409 0.149 -0.025 -0.193 0.64
N 1.104 -4.188 -5.154 0.463 -0.032 -0.598 0.07
N 1.175 -4.009 -3.803 1.685 0.309 1.348 0.10
O 3.239 -4.097 -4.585 0.418 0.108 -0.423 0.15
C -3.788 1.680 1.271 -1.726 0.398 -0.237 -0.56
C 1.631 2.006 0.691 -0.810 -0.810 -1.182 -0.59
C -1.269 3.320 2.559 0.542 0.365 -0.139 -0.44
C 2.333 -4.223 -5.565 -1.515 -0.462 -0.599 -0.48
C 2.447 -3.950 -3.492 -2.281 0.096 0.982 -0.32
C 0.377 -2.087 0.057 0.131 -0.110 -0.038 -0.10
C 0.986 -4.185 1.076 -0.065 0.138 -0.035 -0.10
C 1.274 -2.331 -0.989 -0.086 -0.447 0.538 -0.02
C 1.882 -4.435 0.029 -0.392 0.669 -0.087 -0.03
C 0.232 -3.009 1.095 0.646 -0.208 -0.775 -0.66
C 2.036 -3.509 -1.015 -0.380 0.004 0.236 -0.22
N 2.238 2.514 1.738 0.398 1.563 1.195 0.19
N 2.668 -4.404 -6.874 0.991 0.125 0.108 0.15
N -2.321 3.516 3.366 -0.939 -0.409 0.089 0.03
N -2.551 1.321 1.622 1.966 0.217 0.515 0.10
C -4.071 2.985 0.550 0.249 -0.110 0.165 0.01
C 3.042 -3.751 -2.120 0.074 -0.088 -0.435 -0.07
C -2.446 4.625 4.310 0.432 -0.116 -0.237 -0.05
C 0.601 2.858 -0.038 0.047 0.384 0.402 -0.10
C -0.836 2.345 0.152 0.322 0.360 0.145 -0.12
C -1.293 2.092 1.611 -0.375 -0.332 -0.381 -0.18
H -0.196 -1.165 0.069 0.104 -0.094 0.007 0.09
H 0.872 -4.904 1.881 0.031 0.076 -0.093 0.10
H 1.382 -1.591 -1.776 -0.024 -0.106 0.118 0.12
H 2.461 -5.353 0.036 -0.056 0.084 -0.016 0.11
H 2.898 1.921 2.206 0.054 0.083 0.226 0.12
H 1.932 3.404 2.104 0.157 -0.162 0.236 0.10
H 1.914 -4.776 -7.440 0.378 0.046 0.213 0.11
H 3.608 -4.747 -7.030 -0.396 -0.023 -0.236 0.10
H -3.079 2.851 3.315 0.149 0.093 0.056 0.13
H -2.502 0.394 2.019 -0.078 0.023 0.061 0.14
H -5.130 3.214 0.652 0.109 -0.160 0.019 0.09
H -3.837 2.862 -0.506 0.054 0.089 -0.073 0.09
H -3.492 3.806 0.963 0.160 0.169 -0.129 0.07
H 3.725 -2.898 -2.167 0.079 -0.034 -0.036 0.13
H 3.646 -4.632 -1.886 0.045 0.055 0.049 0.12
H -2.275 5.572 3.794 0.017 -0.070 0.075 0.09
H -3.444 4.632 4.751 0.116 -0.142 -0.156 0.09
H -1.703 4.520 5.102 -0.046 0.112 -0.004 0.09
H 0.840 2.842 -1.101 0.029 -0.161 0.004 0.12
H 0.674 3.894 0.290 -0.027 -0.010 0.053 0.10
H -0.921 1.406 -0.397 -0.156 -0.051 0.217 0.12
H -1.502 3.065 -0.321 -0.096 -0.009 -0.059 0.10
H -0.554 1.415 2.041 0.064 -0.043 0.125 0.15
```
Positions in Å, forces in eV/Å.

Calculated values
frontier orbital gap	9.2	eV
multiplicity	1
SMILES string	CNC(=O)[C@H](CCC(N)=O)NC(C)=O.Nc1nnc(Cc2ccc(Cl)cc2)o1


Entry 3:
C17H23FeGeN3O3S | ωB97M-V/def2-TZVPD

```
49
Properties=species:S:1:pos:R:3:forces:R:3:lowdin_spin:R:1
Fe -0.734 -0.549 0.407 0.528 -1.193 -1.073 3.62
C 3.017 1.164 0.959 0.074 -0.175 0.059 0.00
C 1.576 1.562 1.214 0.065 -0.162 0.125 0.00
C 1.458 2.776 2.116 0.075 0.010 0.227 0.00
O 0.830 0.423 1.789 0.127 0.020 0.161 0.03
C 0.888 1.862 -0.100 -0.464 -0.330 -0.452 0.01
O 1.267 2.712 -0.843 -0.164 -0.106 0.029 0.02
O -0.203 1.083 -0.362 -0.162 0.635 0.291 0.13
H 3.570 1.078 1.899 -0.072 0.004 -0.061 0.00
H 3.492 1.932 0.351 0.025 0.011 0.018 0.00
H 3.071 0.214 0.424 0.005 0.062 -0.017 0.00
H 2.015 2.622 3.042 -0.053 0.000 -0.038 0.00
H 0.418 2.989 2.368 -0.022 0.081 -0.016 0.00
H 1.869 3.645 1.604 0.001 -0.034 0.007 0.00
H 1.372 0.019 2.483 -0.102 0.027 -0.016 0.00
N -1.714 -0.959 -1.766 0.360 0.288 0.279 0.04
N -1.247 -2.166 -2.275 0.326 -0.386 0.109 0.00
C -0.360 -2.936 -1.621 -0.354 0.349 0.127 0.02
N 0.044 -4.033 -2.225 0.053 -0.223 -0.188 0.01
S 0.264 -2.592 -0.062 0.042 -0.102 0.095 0.06
H -2.705 -0.902 -1.968 -0.088 0.033 0.185 0.00
H -1.244 -0.187 -2.234 -0.017 0.111 -0.107 0.00
H -1.540 -2.416 -3.204 0.022 -0.099 -0.267 0.00
H -0.264 -4.298 -3.149 0.008 -0.022 0.000 0.00
H 0.674 -4.651 -1.744 0.114 -0.085 0.012 0.00
Ge -1.793 1.243 1.732 -0.771 0.598 0.874 0.00
C -2.757 -0.460 1.481 0.439 0.424 -0.553 0.02
C -2.730 -1.404 2.527 0.042 0.257 -0.162 0.02
C -3.716 -2.369 2.582 -0.205 -0.196 -0.031 0.00
C -4.710 -2.404 1.605 0.069 -0.002 0.037 0.01
C -4.729 -1.486 0.552 -0.030 -0.064 0.001 0.00
C -3.749 -0.517 0.475 -0.042 -0.069 0.530 0.01
C -2.525 2.828 1.014 0.171 0.025 -0.327 0.00
C -2.268 3.358 -0.251 -0.215 0.174 0.074 0.00
C -2.952 4.502 -0.639 0.006 -0.002 -0.035 0.00
C -3.880 5.088 0.216 0.021 -0.024 0.012 0.00
C -4.135 4.543 1.470 -0.071 0.031 0.016 0.00
C -3.446 3.415 1.887 0.045 0.092 -0.101 0.00
H -1.365 1.307 3.187 0.167 -0.053 0.067 0.00
H -1.972 -1.355 3.303 -0.044 0.018 -0.043 0.00
H -3.727 -3.081 3.399 -0.012 0.026 -0.089 0.00
H -5.491 -3.153 1.672 0.047 0.043 -0.005 0.00
H -5.520 -1.517 -0.188 0.041 -0.041 0.082 0.00
H -3.777 0.230 -0.309 -0.014 0.070 0.070 0.00
H -1.537 2.911 -0.910 -0.030 0.008 0.024 0.00
H -2.758 4.938 -1.614 -0.012 -0.022 0.125 0.00
H -4.401 5.987 -0.091 0.006 -0.063 0.004 0.00
H -4.867 4.997 2.127 0.076 0.014 -0.040 0.00
H -3.627 3.008 2.878 -0.010 0.044 -0.022 0.00
```
Positions in Å, forces in eV/Å.

Calculated values
⟨S²⟩	6.022
charge	+2
frontier orbital gap (alpha / beta)	7.7 / 7.3	eV
multiplicity	5
energy above the lowest of the compared OMol25 structures with the same formula, charge and spin	30.5	kcal/mol


Entry 4:
C17H23I2N4O3RuSb | ωB97M-V/def2-TZVPD

```
51
Properties=species:S:1:pos:R:3:forces:R:3:lowdin_spin:R:1
Ru 0.854 0.101 -0.092 -0.228 0.671 0.168 2.33
I -0.438 -2.229 7.029 0.070 -0.097 -0.234 0.16
C -0.097 -2.066 5.000 0.522 -0.973 1.682 0.19
C 0.686 -3.041 4.359 -0.694 1.203 -2.054 -0.02
C 0.813 -2.934 2.976 0.320 -0.007 -0.001 0.13
I 1.771 -4.405 1.851 -0.185 0.388 0.278 0.06
C 0.325 -1.749 2.266 0.031 -0.443 1.251 0.13
O 0.477 -1.599 1.027 0.319 -0.415 -0.257 0.26
C -0.391 -0.770 3.050 -0.602 0.750 -1.012 0.08
C -1.043 0.337 2.259 0.549 0.887 -0.358 0.01
N -0.086 1.249 1.514 0.619 -0.656 -0.401 0.01
C -0.887 2.348 0.901 0.133 -0.039 0.408 0.01
C -0.256 2.845 -0.389 -0.990 -0.610 1.319 0.01
C -0.632 4.036 -0.970 -0.016 0.110 0.737 0.00
C -0.113 4.317 -2.202 -0.015 1.315 -0.329 0.01
C 0.751 3.451 -2.854 -0.423 0.152 0.636 0.00
C 1.074 2.308 -2.203 0.214 -1.369 0.509 0.01
N 0.562 1.984 -0.970 1.110 -0.060 -1.669 0.04
C -0.662 -0.958 4.367 0.082 -0.610 -1.140 0.05
H 1.121 -3.877 4.837 0.220 -0.612 0.727 0.00
H -1.661 1.008 2.855 -0.139 -0.407 0.332 0.00
H -1.617 -0.015 1.400 -0.422 -0.576 0.444 0.00
H 0.665 1.611 2.110 -0.399 -0.017 0.011 0.00
H -1.039 3.155 1.639 -0.069 -0.254 -0.423 0.00
H -1.853 1.843 0.712 0.233 0.728 -0.298 0.00
H -1.258 4.738 -0.407 0.191 -0.316 -0.441 0.00
H -0.338 5.293 -2.595 -0.097 0.102 -0.497 0.00
H 1.177 3.637 -3.811 0.161 0.300 -0.552 0.00
H 1.731 1.585 -2.688 -0.134 -0.022 0.443 0.00
H -1.430 -0.421 4.868 -0.138 0.821 0.425 0.00
N 3.134 -0.401 0.840 -1.315 -1.863 -0.774 0.08
N 3.681 -1.203 -0.196 -1.876 0.846 0.904 0.00
C 3.093 -1.291 -1.433 -0.712 0.779 0.229 0.01
O 3.589 -1.794 -2.378 0.689 -0.656 -0.658 0.02
O 1.873 -0.715 -1.504 -0.598 0.429 0.372 0.17
H 3.685 0.393 1.035 0.930 0.922 0.300 0.00
H 3.025 -1.016 1.647 0.163 0.469 0.030 0.00
H 4.634 -1.314 -0.128 2.451 -0.622 -0.207 0.00
C -1.206 -2.740 -1.889 1.059 0.085 0.547 0.02
Sb -1.402 -0.628 -1.883 0.417 -0.800 1.424 0.14
C -3.443 -0.191 -1.910 -0.730 -0.142 0.682 0.05
C -1.053 -0.325 -3.877 0.859 -0.086 -0.484 0.02
H -1.731 -3.189 -2.685 -0.948 -0.378 -0.918 0.00
H -1.470 -3.223 -0.957 -0.224 0.114 0.229 0.00
H -0.156 -2.988 -2.076 0.011 0.292 0.115 0.00
H -3.731 -0.093 -2.936 -0.204 0.013 -0.674 0.00
H -3.545 0.785 -1.450 -0.314 0.151 0.165 0.00
H -4.119 -0.915 -1.431 0.442 0.265 -0.030 0.00
H -1.814 -0.909 -4.350 -0.258 -0.564 -0.532 0.00
H -0.048 -0.715 -4.080 -0.324 0.266 -0.340 0.00
H -1.202 0.689 -4.198 0.258 0.537 -0.082 0.00
```
Positions in Å, forces in eV/Å.

Calculated values
⟨S²⟩	6.039
charge	+2
frontier orbital gap (alpha / beta)	7.3 / 5.7	eV
multiplicity	5


Entry 5:
C17H23IN2PbSi | ωB97M-V/def2-TZVPD

```
45
Properties=species:S:1:pos:R:3:forces:R:3:lowdin_charge:R:1
C 1.482 4.141 -0.574 3.808 -0.235 -1.389 -0.27
C 3.481 0.152 -1.101 1.727 3.226 0.374 -0.16
H 1.288 4.660 -1.518 -0.733 -0.357 0.355 0.04
H 2.596 4.158 -0.547 -0.114 0.414 -0.259 -0.01
H 1.315 4.612 0.382 -1.154 -0.489 0.097 -0.02
H 3.801 -0.118 -2.097 -0.663 -0.353 -0.197 0.04
H 4.187 0.974 -0.845 0.131 -0.270 -0.162 0.00
H 3.651 -0.509 -0.256 -1.136 -0.394 -0.099 0.05
C -2.525 1.510 -2.107 -0.758 -0.368 -0.509 -0.16
C -3.820 1.263 -2.614 0.884 -0.220 0.217 -0.03
C -4.048 0.036 -3.247 0.341 -0.014 0.051 -0.03
C -2.999 -0.886 -3.340 0.711 0.604 0.531 0.01
H -2.307 2.437 -1.566 -0.139 -0.211 -0.348 0.05
H -4.593 2.017 -2.500 0.063 -0.206 -0.046 0.11
H -5.027 -0.216 -3.658 0.311 0.140 0.146 0.12
H -3.132 -1.860 -3.802 -0.217 0.330 0.096 0.10
N -1.512 0.652 -2.230 -0.093 0.121 0.355 0.08
C -1.730 -0.544 -2.801 -1.012 0.373 -0.346 -0.21
C -0.597 -1.508 -2.800 0.511 -0.590 -0.153 -0.20
N 0.529 -1.121 -2.175 -0.161 0.099 0.143 0.08
C 1.525 -1.988 -2.049 -0.025 -0.649 -0.508 -0.15
C 0.354 -3.684 -3.281 0.146 0.348 0.175 -0.03
C 1.501 -3.284 -2.587 -0.274 0.484 0.143 -0.03
H 2.400 -1.613 -1.516 -0.463 -0.596 -0.267 0.05
H 2.367 -3.928 -2.454 -0.250 0.007 -0.082 0.11
C -0.708 -2.788 -3.391 0.160 0.688 0.424 0.01
H -1.627 -3.044 -3.913 0.411 -0.164 0.117 0.11
H 0.278 -4.672 -3.726 0.071 0.173 0.082 0.12
Pb 1.842 1.851 -0.905 -0.485 -1.888 -0.046 1.46
I -0.722 2.820 1.078 0.227 -2.386 1.135 1.00
C -1.447 0.763 4.252 -0.272 0.373 -0.706 -0.16
Si 0.244 0.036 3.899 -0.300 -0.752 3.062 0.45
C 1.537 0.846 4.989 0.224 0.165 -0.597 -0.17
C 0.169 -1.797 4.252 0.105 -0.283 -0.719 -0.16
C 0.716 0.477 2.170 -0.670 0.650 -0.620 -0.16
C 1.038 0.887 1.037 -1.099 2.096 -0.598 -0.39
H -1.503 1.175 5.268 0.207 -0.143 -0.216 0.06
H -2.238 0.011 4.138 0.219 0.139 -0.019 0.05
H -1.644 1.573 3.538 -0.218 -0.105 0.398 -0.05
H 1.244 0.843 6.046 -0.062 -0.082 -0.289 0.06
H 2.502 0.332 4.894 -0.149 0.117 0.082 0.05
H 1.679 1.886 4.670 0.058 -0.082 0.219 0.04
H -0.787 -2.224 3.922 0.218 0.070 0.013 0.04
H 0.974 -2.332 3.737 -0.115 -0.070 0.184 0.04
H 0.265 -1.993 5.328 0.031 0.290 -0.223 0.06
```
Positions in Å, forces in eV/Å.

Calculated values
charge	+2
frontier orbital gap (alpha / beta)	3.7 / 3.7	eV
multiplicity	1